No. 1
67
Properties=species:S:1:pos:R:3:forces:R:3 method="wB97M-V/def2-TZVPD" relative_energy_kcal_mol=56.8 e_lumo_ev=0.735 smiles="COc1cc(CCc2cc(NC(=O)c3ccc(N4C[C@@H](C)N[C@@H](C)C4)cc3)n[nH]2)cc(OC)c1" e_tot_ha=-1510.06412 e_homo_ha=-0.2828 spin_multiplicity=1
C 2.317371 0.925263 1.960456 -0.195 -0.202 0.121
O 3.258530 1.827818 1.433449 0.349 0.187 -0.205
C 4.419180 1.323433 0.929300 0.148 -0.078 -0.005
C 4.844912 0.013413 1.086456 -0.274 0.161 0.257
C 6.041703 -0.400327 0.509747 0.194 0.216 0.049
C 6.462608 -1.839268 0.607846 -0.004 0.025 -0.209
C 5.798811 -2.674538 -0.508861 0.084 0.028 0.232
C 4.325355 -2.725265 -0.329654 -0.219 -0.133 -0.171
C 3.319706 -1.928880 -0.831441 0.048 -0.201 -0.042
C 2.145613 -2.412579 -0.223214 0.918 -0.362 0.144
N 0.840614 -1.976974 -0.355564 -0.368 -0.209 0.162
C 0.424197 -0.876353 -1.057105 0.118 -0.188 0.109
O 1.197862 -0.139366 -1.638261 0.074 0.062 0.002
C -1.037511 -0.638027 -1.034161 -0.381 0.129 -0.095
C -1.997608 -1.604844 -0.747721 0.309 0.215 -0.058
C -3.341940 -1.299410 -0.762025 -0.306 -0.039 0.070
C -3.802394 -0.008794 -1.065747 0.378 -0.156 -0.141
N -5.142251 0.300834 -1.148305 -0.235 0.004 -0.241
C -5.633434 1.598861 -0.736754 0.063 0.202 0.427
C -6.015288 1.575511 0.753788 0.086 0.379 -0.162
C -6.569585 2.923162 1.196197 0.168 -0.322 -0.108
N -7.025427 0.546917 0.934753 -0.077 0.006 0.214
C -6.550001 -0.774902 0.560624 -0.079 -0.329 -0.222
C -7.647902 -1.803529 0.795527 0.298 0.232 -0.064
C -6.164452 -0.697312 -0.924747 0.017 -0.238 0.347
C -2.825345 0.951985 -1.377506 -0.089 0.091 0.072
C -1.487772 0.641448 -1.364323 0.159 -0.188 0.104
N 2.406899 -3.429821 0.588787 -0.767 0.043 0.163
N 3.733105 -3.602062 0.513298 0.203 0.235 -0.221
C 6.811510 0.499600 -0.200183 0.043 0.033 -0.046
C 6.401868 1.826848 -0.338825 -0.098 -0.120 0.058
O 7.242705 2.634303 -1.045449 -0.013 -0.337 0.100
C 6.872841 3.977763 -1.236218 -0.059 0.215 -0.023
C 5.204769 2.235067 0.222764 -0.001 0.216 -0.075
H 2.677642 0.456056 2.882590 -0.014 0.014 -0.051
H 1.431105 1.517911 2.183142 0.037 -0.072 0.012
H 2.061388 0.150757 1.232083 0.021 -0.005 0.016
H 4.259183 -0.695445 1.648531 -0.111 -0.069 0.048
H 6.178024 -2.249573 1.579192 0.062 -0.009 0.013
H 7.545784 -1.916888 0.503857 0.008 -0.009 0.070
H 6.027626 -2.220423 -1.473121 0.027 -0.090 -0.015
H 6.209416 -3.687599 -0.491017 0.015 0.012 -0.101
H 3.396290 -1.114758 -1.518238 0.093 0.176 -0.123
H 0.173785 -2.516466 0.175130 0.010 0.153 -0.062
H -1.713313 -2.624679 -0.527486 0.004 -0.078 0.009
H -4.038004 -2.087025 -0.521298 -0.076 -0.027 0.019
H -4.890127 2.372628 -0.909521 -0.046 -0.001 -0.029
H -6.526454 1.829350 -1.325376 0.016 0.081 0.029
H -5.094013 1.348453 1.330256 -0.141 0.034 -0.141
H -6.807459 2.907189 2.257462 -0.037 0.051 0.118
H -7.477634 3.145935 0.642234 -0.118 0.056 -0.061
H -5.841620 3.709854 1.016768 0.067 0.127 0.033
H -7.361209 0.545800 1.893060 0.040 -0.006 -0.051
H -5.647407 -1.060163 1.138702 -0.128 0.050 -0.135
H -7.898461 -1.858192 1.852642 -0.060 -0.048 0.107
H -8.540075 -1.520543 0.243400 -0.128 0.014 -0.069
H -7.323816 -2.787125 0.465475 0.006 -0.147 0.008
H -5.843619 -1.665377 -1.305121 -0.023 0.006 -0.010
H -7.050369 -0.386007 -1.487692 -0.014 -0.082 0.030
H -3.117569 1.950415 -1.661791 -0.031 0.062 -0.030
H -0.750817 1.388982 -1.616675 0.051 0.060 -0.046
H 4.168935 -4.338302 1.043905 -0.096 0.088 -0.076
H 7.740863 0.199582 -0.657894 0.159 -0.053 -0.053
H 7.674005 4.424168 -1.823617 -0.085 0.014 0.044
H 6.783414 4.508897 -0.282970 -0.011 -0.021 -0.039
H 5.930313 4.060085 -1.786561 0.025 0.002 0.029
H 4.834977 3.242521 0.133023 -0.012 0.142 -0.037

No. 2
76
Properties=species:S:1:pos:R:3:forces:R:3 method="wB97M-V/def2-TZVPD" relative_energy_kcal_mol=87.4 e_lumo_ev=-1.175 e_tot_ha=-3686.02407 e_homo_ha=-0.2910 spin_multiplicity=1
Ta -0.038885 0.114703 -0.005806 -1.021 -1.875 2.388
S 2.537774 0.206163 -0.225293 0.028 -0.329 -2.441
C 3.200181 1.729971 0.204495 -0.444 0.420 -0.125
C 4.602956 1.804995 0.457954 0.113 0.130 -0.019
N 5.735164 1.853852 0.659954 -0.081 -0.083 0.030
C 2.358677 2.791268 0.306030 0.160 -0.433 -0.253
S 0.681146 2.572504 -0.069566 -0.764 0.633 0.046
C 2.804009 4.100680 0.662812 0.111 0.101 -0.010
N 3.175216 5.150663 0.951427 -0.065 -0.064 -0.006
O -3.634489 2.489439 3.658340 0.137 -0.071 -0.467
C -2.701077 1.877626 4.399186 0.078 -0.017 0.088
C -2.864849 1.970659 5.784309 0.109 -0.080 0.071
C -1.965844 1.377806 6.645255 -0.001 -0.013 -0.076
C -0.876956 0.671031 6.140062 0.011 -0.005 0.053
C -0.714170 0.578271 4.776098 0.043 -0.152 -0.007
C -1.597912 1.167009 3.872490 -0.182 0.059 0.157
C -1.351503 1.015594 2.427214 -0.252 0.047 0.340
O -0.320956 0.302615 2.043409 -0.325 0.693 -1.126
N -2.176872 1.603564 1.614782 -0.109 -0.060 0.019
N -1.845870 1.385920 0.294751 0.178 1.418 0.090
C -2.597171 1.945394 -0.573791 0.076 -0.126 -0.156
S -2.272667 1.688881 -2.275069 -0.104 -0.198 -0.009
C -3.374009 3.014979 -2.819230 -0.015 0.280 -0.013
C -4.572616 2.995585 -1.887706 -0.031 -0.054 -0.161
S -3.956270 2.962393 -0.186440 -0.081 -0.011 0.121
H -3.391149 2.355954 2.712420 -0.076 0.027 0.151
H -3.716636 2.520874 6.160126 -0.016 0.015 -0.054
H -2.110845 1.461817 7.714646 -0.011 0.013 -0.001
H -0.165467 0.197981 6.803990 -0.006 0.014 0.019
H 0.120017 0.027662 4.375815 -0.138 -0.051 -0.109
H -3.666360 2.831851 -3.852062 0.038 -0.142 0.015
H -2.850428 3.969647 -2.773647 0.007 -0.011 0.053
H -5.187798 2.113735 -2.064188 0.020 -0.015 0.015
H -5.193279 3.881043 -2.019314 0.061 0.055 0.087
O -1.455741 -0.936052 -0.067085 0.373 0.409 -1.775
O 0.751167 -1.925390 0.066263 1.668 0.775 1.457
P 1.369740 -2.642596 1.295860 -0.839 0.756 -1.554
N 1.468324 -1.513323 2.577189 1.489 -1.007 -0.037
C 2.329896 -0.268743 2.436238 0.042 -0.124 0.570
C 2.717116 0.118951 3.848048 -0.337 -0.417 0.229
C 3.015087 -1.256791 4.436441 0.105 0.018 -0.249
C 1.821226 -2.065348 3.938658 -0.567 0.435 0.297
N 0.232313 -3.811986 1.617840 0.567 0.211 1.823
C 0.577530 -4.995720 2.474665 -0.136 -0.151 -0.279
C -0.713754 -5.319830 3.209448 -0.191 0.118 -0.138
C -1.213580 -3.918978 3.550624 0.294 -0.063 -0.050
C -1.030870 -3.228831 2.208064 -0.490 -0.199 -0.390
N 2.771575 -3.439957 0.847182 0.380 0.352 1.284
C 3.562242 -4.044752 1.983180 -0.001 -0.146 -0.226
C 4.974560 -4.163834 1.445412 0.025 0.006 -0.293
C 5.114771 -2.836474 0.716084 -0.168 0.068 0.370
C 3.797632 -2.788833 -0.034691 -0.069 -0.612 -0.860
H 1.848204 0.535470 1.857879 0.232 -0.649 1.166
H 3.247609 -0.552494 1.924074 0.065 0.137 -0.006
H 1.862831 0.554939 4.362051 0.175 0.212 0.065
H 3.547170 0.821724 3.885422 0.040 -0.047 -0.128
H 3.137295 -1.281123 5.518387 -0.112 -0.041 0.006
H 3.931913 -1.639744 3.975591 0.064 0.012 0.135
H 0.970858 -1.875752 4.601238 -0.008 -0.109 -0.004
H 2.005353 -3.132264 3.956641 -0.053 -0.074 -0.103
H 1.329406 -4.749090 3.218340 0.095 -0.080 0.070
H 0.953104 -5.822633 1.873245 -0.027 0.080 -0.136
H -0.564959 -5.981221 4.061403 0.057 0.029 0.005
H -1.421284 -5.782748 2.516992 0.019 -0.128 0.071
H -0.552276 -3.473737 4.296843 -0.090 0.029 0.093
H -2.235606 -3.871524 3.921325 -0.029 -0.015 -0.084
H -1.022804 -2.143201 2.253091 0.165 0.009 -0.028
H -1.852590 -3.519712 1.551417 0.025 0.139 -0.103
H 3.164265 -5.002640 2.299768 -0.119 -0.044 -0.077
H 3.584772 -3.366214 2.832223 0.027 -0.042 0.110
H 5.014315 -4.971299 0.709384 0.084 -0.087 0.107
H 5.714621 -4.351183 2.221799 -0.048 0.040 0.045
H 5.983612 -2.757530 0.066428 -0.062 -0.029 -0.081
H 5.161189 -2.025001 1.451076 0.079 0.054 -0.070
H 3.882963 -3.415431 -0.927638 -0.037 0.014 -0.017
H 3.525838 -1.802736 -0.364519 -0.137 0.047 0.078

No. 3
77
Properties=species:S:1:pos:R:3:forces:R:3 method="wB97M-V/def2-TZVPD" e_lumo_ev=-8.665 e_tot_ha=-5706.41298 e_homo_ha=-0.5962 spin_multiplicity=1 total_charge=+3
Ti -1.183286 0.095577 -0.646613 0.784 0.126 0.459
N -0.756183 3.958840 -2.188402 -0.027 0.088 -0.032
C 0.335968 3.467322 -2.902467 0.013 -0.108 0.003
C 1.252969 4.085324 -3.742287 -0.007 0.060 -0.010
C 2.208786 3.269192 -4.313082 -0.007 -0.002 0.005
C 2.247612 1.888082 -4.061391 0.007 0.009 -0.003
C 1.334438 1.278054 -3.223727 -0.002 -0.041 0.009
C 0.371855 2.096617 -2.638594 -0.042 0.095 -0.021
N -0.684102 1.794656 -1.773997 -0.202 -0.084 -0.039
C -1.329347 2.937060 -1.548435 0.117 -0.100 -0.067
C -2.509025 2.910691 -0.705664 -0.034 -0.013 0.014
C -3.358253 3.884823 -0.293366 -0.035 0.040 -0.020
S -4.593564 3.201989 0.661359 0.016 -0.060 0.023
C -3.907901 1.664076 0.467418 -0.050 0.090 -0.011
N -2.825029 1.642532 -0.265703 0.202 -0.112 0.029
H -1.067812 4.918398 -2.171640 -0.004 -0.004 -0.003
H 1.219887 5.146630 -3.948362 0.003 -0.005 -0.001
H 2.940703 3.702221 -4.980582 0.000 0.001 0.000
H 3.005245 1.291460 -4.550910 -0.004 -0.010 0.005
H 1.342493 0.209276 -3.047956 0.015 0.000 -0.012
H -3.332158 4.943722 -0.497028 0.002 -0.002 -0.003
H -4.345040 0.782241 0.913679 0.001 0.003 0.004
N 1.039713 0.702300 0.231521 -0.135 0.076 -0.126
C 1.720936 -0.586954 0.467477 -0.005 -0.024 0.035
C 3.162156 -0.606794 -0.066014 0.011 -0.024 0.024
C 3.877849 -1.956406 0.056104 0.035 -0.009 -0.001
C 4.299851 -2.369371 1.464895 -0.063 0.021 -0.073
N 5.494675 -1.631131 1.889563 -0.025 0.022 -0.007
C 5.930750 -1.544977 3.147901 0.018 -0.071 0.003
N 5.229378 -2.084875 4.141642 -0.001 -0.002 -0.004
N 7.057299 -0.890182 3.416188 0.016 0.003 0.008
C 0.863732 -1.673264 -0.175480 0.165 -0.096 0.243
O 0.852843 -2.823086 0.130240 0.141 0.067 -0.059
O 0.052998 -1.156790 -1.136466 -0.657 -0.027 -0.293
H 1.517574 1.230470 -0.494316 0.054 0.017 0.043
H 1.049092 1.262761 1.079545 0.005 0.039 -0.024
H 1.711860 -0.789189 1.538710 -0.051 0.017 0.014
H 3.720713 0.173810 0.458636 0.000 0.006 -0.010
H 3.143093 -0.321419 -1.122213 -0.001 0.005 -0.003
H 4.763054 -1.943580 -0.585420 0.001 0.001 -0.001
H 3.246453 -2.752831 -0.335630 0.000 0.001 -0.008
H 4.503523 -3.442003 1.470004 0.003 -0.009 0.058
H 3.493430 -2.168844 2.173240 0.011 0.002 0.004
H 6.160878 -1.409671 1.164626 -0.002 0.043 0.011
H 4.481146 -2.729594 3.956429 0.006 -0.012 0.004
H 5.546848 -2.016191 5.094739 -0.001 0.023 -0.001
H 7.592911 -0.444234 2.690667 -0.018 0.023 0.001
H 7.445883 -0.875071 4.344751 0.013 -0.021 -0.005
O 0.245175 0.249970 3.414721 0.005 -0.042 -0.004
S -1.051632 0.556933 2.898527 -0.098 0.076 0.100
O -1.443122 1.927101 2.754038 0.005 -0.072 0.034
N -1.212152 -0.162356 1.401784 0.029 0.033 -0.191
C -2.277192 -0.949541 1.334711 -0.392 -0.215 -0.246
O -2.603107 -1.277942 0.151726 -0.012 0.120 0.017
C -2.953074 -1.198252 2.603789 0.060 0.006 0.166
C -4.021383 -2.029340 2.894790 0.004 -0.011 -0.048
C -4.469712 -2.069229 4.209814 -0.019 -0.007 0.025
C -3.865361 -1.297461 5.197394 0.006 -0.007 -0.039
C -2.789498 -0.456345 4.908066 0.028 0.042 0.049
C -2.352803 -0.429114 3.605223 0.045 -0.005 -0.127
H -4.477582 -2.637579 2.124862 -0.006 -0.001 0.010
H -5.297786 -2.713357 4.471950 0.003 0.001 0.004
H -4.236811 -1.350417 6.211863 0.007 0.007 0.004
H -2.325574 0.145880 5.677521 -0.010 -0.008 0.009
C -4.492822 -0.424742 -2.516980 0.041 0.011 0.018
As -2.593076 -0.690135 -2.742665 0.030 0.016 0.004
C -2.143941 0.138174 -4.430614 0.021 -0.010 0.043
C -2.350542 -2.587220 -2.986705 0.020 0.028 0.040
H -5.038783 -0.916624 -3.320062 0.042 -0.020 -0.029
H -4.718372 0.640328 -2.531696 -0.008 -0.002 0.015
H -4.786824 -0.857720 -1.562557 -0.026 0.015 -0.006
H -2.799873 -0.231259 -5.216965 -0.026 -0.035 0.026
H -1.112007 -0.100927 -4.682595 0.002 0.024 -0.008
H -2.255655 1.218098 -4.345882 0.007 0.000 -0.017
H -2.857155 -2.919814 -3.890714 -0.029 0.040 -0.009
H -2.760941 -3.102286 -2.120360 0.014 -0.007 0.002
H -1.285305 -2.796461 -3.056601 -0.008 -0.020 -0.007